[1]
{"formula": "C31H27CrN6O3PS3", "method": "the ωB97M-V functional and the def2-TZVPD basis", "s_squared": 3.80, "homo_lumo_gap_ev": [6.8, 6.4], "charge": 1, "multiplicity": 4, "e_tot_ev": -117880.542, "largest_force_ev_per_a": 2.27, "species": ["Cr", "N", "C", "S", "N", "N", "C", "C", "C", "C", "C", "C", "N", "H", "H", "H", "H", "H", "H", "H", "O", "S", "O", "O", "C", "C", "C", "C", "C", "C", "P", "C", "C", "C", "C", "C", "C", "C", "C", "C", "C", "C", "C", "H", "H", "H", "H", "H", "H", "H", "H", "H", "H", "H", "H", "H", "H", "N", "C", "S", "C", "C", "C", "N", "C", "C", "H", "H", "H", "H", "H", "H"], "coordinates": [[-0.6426, 0.3598, -1.1304], [-4.1043, 2.0754, 1.8036], [-3.1970, 1.5280, 0.9791], [-2.3694, 0.1267, 1.4881], [-3.0240, 2.1465, -0.1732], [-2.2022, 1.6732, -1.0810], [-2.1764, 2.3262, -2.2207], [-1.5383, 1.7074, -3.3269], [-1.3902, 2.3007, -4.5872], [-0.7523, 1.5905, -5.5814], [-0.3273, 0.2900, -5.3164], [-0.5410, -0.2402, -4.0592], [-1.1120, 0.4501, -3.0800], [-4.3559, 1.6136, 2.6595], [-4.6353, 2.8669, 1.4816], [-2.7190, 3.2570, -2.3310], [-1.7436, 3.3091, -4.7390], [-0.5879, 2.0304, -6.5519], [0.1791, -0.2977, -6.0641], [-0.2121, -1.2398, -3.8043], [2.0925, 1.1046, -3.5131], [1.6937, 0.8554, -2.1679], [1.0764, -0.4768, -1.9394], [0.7456, 1.8513, -1.6048], [3.0684, 0.6773, -1.0765], [4.3397, 0.4910, -1.5770], [5.3370, 0.0463, -0.7227], [5.0360, -0.1938, 0.6105], [3.7537, -0.0028, 1.1024], [2.7321, 0.4098, 0.2446], [0.9884, 0.6505, 0.7852], [0.8655, -0.5079, 2.1843], [0.0602, -0.2202, 3.2813], [-0.2780, -1.2224, 4.1722], [0.1985, -2.5101, 3.9973], [1.0476, -2.7878, 2.9403], [1.3618, -1.8020, 2.0241], [1.1133, 2.3480, 1.4588], [-0.0642, 3.0429, 1.7318], [-0.0230, 4.3578, 2.1605], [1.1951, 5.0044, 2.2972], [2.3699, 4.3202, 2.0299], [2.3356, 2.9989, 1.6190], [4.5127, 0.6896, -2.6241], [6.3336, -0.1275, -1.0994], [5.8088, -0.5453, 1.2748], [3.5381, -0.1935, 2.1434], [-0.3026, 0.7855, 3.4384], [-0.9410, -0.9963, 4.9914], [-0.0828, -3.2953, 4.6816], [1.4472, -3.7806, 2.8141], [2.0155, -2.0331, 1.1932], [-1.0178, 2.5477, 1.6174], [-0.9392, 4.8923, 2.3706], [1.2287, 6.0385, 2.6075], [3.3242, 4.8148, 2.1373], [3.2637, 2.4810, 1.4249], [-3.5046, -5.9713, 0.3776], [-2.2718, -5.4586, 0.4536], [-1.0167, -6.4042, 0.9853], [-2.0309, -4.0783, 0.0379], [-3.0190, -3.1476, -0.3170], [-2.6572, -1.8764, -0.7156], [-1.3871, -1.4502, -0.7822], [-0.4460, -2.3489, -0.4618], [-0.7099, -3.6295, -0.0569], [-3.6421, -6.9322, 0.6489], [-4.2934, -5.4311, 0.0659], [-4.0702, -3.3859, -0.2722], [-3.4173, -1.1502, -0.9714], [0.5785, -2.0279, -0.5501], [0.1045, -4.2940, 0.1842]]}

---

[2]
{"formula": "C22H22N6O", "method": "the ωB97M-V functional and the def2-TZVPD basis", "smiles": "COCCn1nnnc1[C@H](c1ccc2ncccc2c1)N1CCc2ccccc21", "homo_lumo_gap_ev": 8.0, "e_tot_ev": -34157.939, "largest_force_ev_per_a": 1.57, "species": ["C", "O", "C", "C", "N", "N", "N", "N", "C", "C", "C", "C", "C", "C", "N", "C", "C", "C", "C", "C", "N", "C", "C", "C", "C", "C", "C", "C", "C", "H", "H", "H", "H", "H", "H", "H", "H", "H", "H", "H", "H", "H", "H", "H", "H", "H", "H", "H", "H", "H", "H"], "coordinates": [[-4.3406, -1.8388, -2.2658], [-4.2988, -2.5518, -1.0522], [-3.3477, -2.0971, -0.1322], [-1.9103, -2.5384, -0.4867], [-1.0300, -2.2592, 0.6069], [-1.0995, -2.9774, 1.7350], [-0.2655, -2.4986, 2.5530], [0.3827, -1.4687, 2.0293], [-0.0812, -1.3039, 0.8078], [0.2959, -0.2162, -0.1448], [1.7871, -0.1198, -0.4085], [2.1888, 0.4703, -1.6250], [3.5096, 0.6351, -1.9271], [4.5042, 0.2146, -1.0194], [5.8006, 0.3839, -1.3471], [6.7113, -0.0028, -0.4997], [6.4287, -0.5908, 0.7475], [5.1207, -0.7750, 1.1029], [4.1041, -0.3714, 0.2120], [2.7328, -0.5236, 0.4955], [-0.1836, 1.0624, 0.3407], [0.3325, 1.5807, 1.6049], [-0.7362, 2.5589, 2.1238], [-1.8488, 2.4196, 1.1254], [-3.0752, 3.0371, 1.0857], [-3.9363, 2.7616, 0.0275], [-3.5510, 1.8877, -0.9717], [-2.3172, 1.2512, -0.9368], [-1.4661, 1.5157, 0.1258], [-4.4570, -0.7647, -2.0862], [-3.4447, -2.0074, -2.8739], [-5.2081, -2.2118, -2.8060], [-3.6174, -2.5536, 0.8244], [-3.3845, -1.0009, -0.0329], [-1.9123, -3.6181, -0.6601], [-1.5469, -2.0292, -1.3813], [-0.2039, -0.4028, -1.1018], [1.4299, 0.8020, -2.3193], [3.8259, 1.0846, -2.8550], [7.7376, 0.1537, -0.8078], [7.2367, -0.8863, 1.3987], [4.8478, -1.2233, 2.0481], [2.4409, -0.9620, 1.4384], [1.2896, 2.0778, 1.4188], [0.5067, 0.7587, 2.3074], [-1.0684, 2.3047, 3.1317], [-0.3622, 3.5839, 2.1446], [-3.3664, 3.7265, 1.8640], [-4.9033, 3.2382, -0.0175], [-4.2187, 1.6974, -1.8003], [-2.0324, 0.5870, -1.7405]]}

---

[3]
{"formula": "H4SSi", "method": "the ωB97M-V functional and the def2-TZVPD basis", "smiles": "[SiH3]S", "homo_lumo_gap_ev": 10.4, "e_tot_ev": -18777.047, "largest_force_ev_per_a": 2.73, "species": ["Si", "S", "H", "H", "H", "H"], "coordinates": [[-0.2933, -0.3882, -0.3301], [0.8528, 1.2824, 0.3539], [-1.7502, -0.5238, 0.5662], [-0.8036, 0.1988, -1.6880], [0.5997, -1.5871, -0.5317], [1.3946, 1.0179, 1.6297]]}

---

[4]
{"formula": "C6H9N3OS", "method": "the ωB97M-V functional and the def2-TZVPD basis", "homo_lumo_gap_ev": 8.1, "e_tot_ev": -23714.942, "largest_force_ev_per_a": 4.15, "species": ["C", "C", "C", "C", "C", "C", "N", "N", "N", "O", "S", "H", "H", "H", "H", "H", "H", "H", "H", "H"], "coordinates": [[0.6133, -2.3615, -1.4466], [0.1970, 1.2194, 0.2868], [0.7801, -1.1311, -2.4371], [-1.5140, 0.8541, 2.2757], [-2.3870, 0.6901, 1.0103], [-0.9694, 1.0553, 0.9085], [1.3557, -2.2094, -0.4174], [2.1191, -1.0899, -0.2968], [1.3258, 1.7494, 0.9936], [0.3704, 1.0750, -1.0560], [1.7640, 0.0081, -1.4475], [0.0152, -3.1977, -1.7545], [1.4778, -1.5626, -3.2823], [-0.1488, -0.8186, -2.7751], [-1.5174, 1.8115, 2.7979], [-1.1758, -0.0123, 2.9642], [-2.8484, -0.2574, 0.5192], [-3.0488, 1.5407, 0.9691], [1.5006, 1.0729, 1.7616], [2.0905, 1.5641, 0.4265]]}